99
Properties=species:S:1:pos:R:3:lowdin_charge:R:1 method="wB97M-V/def2-TZVPD" multiplicity=1 energy_ev=-51582.349 fmax_ev_per_a=1.86 lumo_ev=-13.7 orbital_gap_ha=0.33530 e_homo_ha=-0.83710 e_above_lowest_kcal_mol=0.0 charge=+6
C 2.114 0.074 0.632 -0.102
C 0.743 0.008 -0.052 -0.422
O 0.429 -1.264 -0.582 -0.368
H 2.908 -0.440 0.081 0.069
H 2.179 -0.472 1.587 0.053
H 2.289 1.112 0.926 0.065
H 0.730 0.787 -0.838 0.090
H -0.014 0.338 0.684 0.080
C 3.391 3.803 -0.571 0.021
C 4.801 3.578 -0.106 -0.373
O 5.154 3.563 1.015 0.203
N 5.890 3.353 -1.197 0.096
H 5.374 2.913 -1.962 0.174
H 6.185 4.277 -1.540 0.206
C 7.036 2.529 -0.710 0.028
H 2.920 2.981 -1.120 0.084
H 3.325 4.674 -1.228 0.113
H 2.780 3.944 0.315 0.091
H 7.818 2.643 -1.465 0.125
H 6.791 1.474 -0.672 0.109
H 7.446 2.940 0.205 0.117
C -4.242 2.589 -3.023 0.050
C -2.833 2.867 -2.634 -0.390
O -1.849 2.377 -3.065 0.176
N -2.593 4.005 -1.623 0.100
H -1.938 4.643 -2.094 0.195
H -3.414 4.587 -1.424 0.192
C -1.914 3.509 -0.356 0.037
H -4.161 1.822 -3.792 0.115
H -4.788 3.459 -3.396 0.126
H -4.860 2.128 -2.246 0.090
H -1.814 4.385 0.282 0.115
H -0.953 3.116 -0.656 0.090
H -2.602 2.826 0.131 0.090
C -2.856 -1.363 -1.956 0.031
C -3.003 -2.333 -0.837 -0.415
O -4.035 -2.554 -0.300 0.181
N -1.785 -3.166 -0.523 0.085
H -1.005 -2.451 -0.632 0.110
H -1.801 -3.390 0.472 0.172
C -1.663 -4.380 -1.443 0.059
H -3.852 -1.027 -2.226 0.101
H -2.495 -1.887 -2.852 0.104
H -2.151 -0.546 -1.807 0.086
H -0.725 -4.870 -1.211 0.088
H -1.745 -4.073 -2.475 0.086
H -2.499 -5.005 -1.134 0.124
C -0.311 0.645 4.227 0.030
C 0.407 1.955 4.085 -0.391
O 0.293 2.588 3.093 0.159
N 1.317 2.411 5.213 0.104
H 0.767 2.271 6.072 0.203
H 2.106 1.755 5.270 0.198
C 1.873 3.810 5.029 0.058
H -0.187 0.108 3.287 0.076
H -1.380 0.835 4.352 0.104
H -0.067 -0.038 5.042 0.106
H 2.365 3.853 4.064 0.101
H 2.594 3.960 5.827 0.125
H 1.034 4.495 5.073 0.120
C 1.270 -5.592 1.475 0.054
C 1.776 -4.557 0.532 -0.422
O 1.858 -4.656 -0.645 0.174
N 2.095 -3.207 1.124 0.072
H 1.815 -2.454 0.451 0.108
H 1.522 -3.049 1.954 0.169
C 3.588 -3.157 1.436 0.057
H 1.489 -5.403 2.527 0.107
H 1.622 -6.588 1.208 0.130
H 0.177 -5.619 1.388 0.109
H 3.876 -4.121 1.845 0.122
H 3.753 -2.325 2.110 0.100
H 4.086 -2.991 0.486 0.107
C -3.822 -0.152 2.001 0.037
C -4.938 0.258 1.082 -0.383
O -4.801 0.510 -0.070 0.147
N -6.248 0.732 1.696 0.104
H -6.279 0.770 2.721 0.189
H -6.438 1.695 1.397 0.192
C -7.429 -0.079 1.151 0.067
H -2.893 0.112 1.498 0.083
H -3.790 -1.215 2.239 0.108
H -3.909 0.408 2.933 0.097
H -7.275 -1.149 1.262 0.120
H -7.537 0.193 0.106 0.112
H -8.317 0.212 1.708 0.126
C 0.421 -1.299 -4.986 0.055
C 0.720 -2.201 -3.817 -0.389
O 0.030 -3.076 -3.420 0.158
N 1.910 -1.797 -2.972 0.068
H 2.138 -0.869 -3.335 0.159
H 1.587 -1.647 -1.972 0.118
C 3.141 -2.685 -3.119 0.056
H 1.288 -1.274 -5.649 0.117
H 0.157 -0.307 -4.608 0.102
H -0.463 -1.698 -5.473 0.114
H 3.350 -2.796 -4.180 0.119
H 2.990 -3.593 -2.552 0.084
H 3.958 -2.063 -2.754 0.101

***

73
Properties=species:S:1:pos:R:3:lowdin_charge:R:1 method="wB97M-V/def2-TZVPD" multiplicity=1 energy_ev=-99928.709 fmax_ev_per_a=0.65 lumo_ev=-1.0 orbital_gap_ha=0.23458 e_homo_ha=-0.26969 e_above_lowest_kcal_mol=3.2 charge=0
Cd -0.324 -0.039 0.513 1.099
S -1.215 1.492 2.294 0.412
C -2.815 0.871 1.856 -0.778
C -3.511 0.050 2.746 -0.159
C -4.741 -0.489 2.407 -0.098
C -5.322 -0.196 1.182 -0.092
C -4.669 0.647 0.298 -0.113
C -3.420 1.166 0.617 -0.595
S -2.571 2.270 -0.483 0.874
C -2.821 1.551 -2.153 -0.375
C -1.489 1.487 -2.844 -0.379
C -1.095 2.412 -3.805 -0.025
C 0.149 2.256 -4.396 -0.065
C 0.938 1.170 -4.047 -0.030
C 0.454 0.283 -3.089 -0.368
C 1.158 -1.010 -2.777 -0.357
S 1.723 -1.228 -1.031 0.847
C 1.080 -2.850 -0.660 -0.575
C 2.026 -3.868 -0.532 -0.126
C 1.643 -5.165 -0.251 -0.101
C 0.288 -5.453 -0.114 -0.090
C -0.653 -4.452 -0.245 -0.138
C -0.294 -3.116 -0.500 -0.745
S -1.571 -1.932 -0.603 0.505
N -0.707 0.480 -2.484 0.088
H -3.055 -0.173 3.702 0.094
H -5.249 -1.144 3.104 0.101
H -6.288 -0.608 0.922 0.101
H -5.140 0.911 -0.641 0.105
H -3.524 2.170 -2.706 0.078
H -3.212 0.546 -2.008 0.074
H -1.749 3.229 -4.081 0.115
H 0.495 2.966 -5.137 0.110
H 1.895 1.001 -4.523 0.112
H 2.040 -1.125 -3.404 0.075
H 0.472 -1.838 -2.952 0.085
H 3.072 -3.620 -0.663 0.096
H 2.385 -5.948 -0.165 0.098
H -0.029 -6.465 0.108 0.102
H -1.709 -4.673 -0.147 0.093
O 4.305 -3.617 6.373 0.084
N 4.444 -3.047 5.307 -0.342
O 5.524 -2.802 4.801 0.081
C 3.228 -2.717 4.565 -0.078
C 2.173 -3.539 4.756 0.069
C 0.930 -3.289 4.119 -0.129
C -0.213 -4.057 4.400 0.002
C -1.404 -3.710 3.824 -0.024
C -1.429 -2.612 2.953 -0.125
N -0.365 -1.899 2.653 0.097
C 0.804 -2.212 3.222 -0.147
C 1.955 -1.375 2.953 -0.137
N 1.825 -0.375 2.061 0.042
C 2.814 0.478 1.906 -0.159
C 4.005 0.401 2.629 -0.024
C 4.182 -0.634 3.507 0.014
C 3.155 -1.584 3.676 -0.057
H 2.269 -4.388 5.419 0.134
H -0.131 -4.887 5.092 0.122
H -2.311 -4.261 4.029 0.110
H -2.352 -2.317 2.470 0.088
H 2.662 1.267 1.177 0.009
H 4.782 1.140 2.490 0.113
H 5.096 -0.721 4.070 0.109
C 2.066 4.655 -1.993 -0.456
Te 1.339 3.267 -0.511 1.094
C -0.067 4.696 0.241 -0.466
H 2.315 5.601 -1.519 -0.005
H 1.311 4.816 -2.759 -0.011
H 2.959 4.235 -2.451 -0.011
H -0.798 4.928 -0.528 -0.009
H 0.460 5.595 0.550 -0.001
H -0.564 4.237 1.091 -0.044

***

77
Properties=species:S:1:pos:R:3:lowdin_charge:R:1 method="wB97M-V/def2-TZVPD" multiplicity=1 energy_ev=-110250.263 fmax_ev_per_a=1.66 lumo_ev=-6.6 orbital_gap_ha=0.24519 e_homo_ha=-0.48872 e_above_lowest_kcal_mol=8.5 charge=+2
Ta -0.714 -0.021 -0.183 1.490
N 2.643 1.042 -1.902 0.005
C 2.246 0.220 -3.040 -0.154
C 1.138 -0.736 -2.704 -0.501
O 0.878 -1.755 -3.239 0.170
O 0.281 -0.258 -1.696 -0.367
H 3.353 1.698 -2.207 0.095
H 3.070 0.438 -1.206 0.044
H 3.042 -0.383 -3.483 0.139
H 1.854 0.864 -3.833 0.141
C 0.071 3.144 2.310 -0.258
Sb 0.925 2.335 0.542 1.408
C 2.916 1.872 1.143 -0.278
C 1.206 4.172 -0.546 -0.271
C 0.031 5.072 -0.310 -0.311
C 0.100 6.027 0.703 -0.057
C -0.986 6.825 1.017 -0.054
C -2.172 6.679 0.313 -0.053
C -2.244 5.757 -0.716 -0.037
C -1.154 4.952 -1.043 -0.290
C -1.257 4.030 -2.213 -0.295
Sb -2.021 2.060 -1.860 1.424
C -4.077 2.358 -1.466 -0.253
C -1.812 1.362 -3.858 -0.249
H 0.733 3.909 2.711 0.032
H -0.076 2.347 3.034 -0.007
H -0.889 3.595 2.063 0.027
H 3.111 2.334 2.109 0.023
H 3.598 2.292 0.407 0.016
H 3.046 0.794 1.204 -0.005
H 1.408 3.931 -1.587 0.053
H 2.115 4.584 -0.108 0.076
H 1.028 6.151 1.250 0.121
H -0.905 7.564 1.802 0.116
H -3.026 7.301 0.546 0.116
H -3.152 5.674 -1.303 0.118
H -0.309 3.874 -2.727 0.058
H -1.962 4.417 -2.952 0.083
H -4.457 3.123 -2.140 0.027
H -4.197 2.674 -0.432 0.023
H -4.590 1.415 -1.636 0.016
H -2.737 1.548 -4.399 0.036
H -1.607 0.296 -3.852 -0.001
H -0.998 1.917 -4.321 0.021
N 2.167 -0.030 7.630 0.161
C 1.627 -0.239 6.416 -0.282
C 2.024 0.546 5.310 0.003
C 1.473 0.336 4.074 -0.064
C 0.510 -0.664 3.908 -0.324
C 0.116 -1.467 4.986 -0.028
C 0.665 -1.251 6.223 0.007
S -0.212 -0.989 2.399 0.670
O -1.040 0.207 1.886 -0.496
O -0.974 -2.192 2.459 -0.268
N 0.814 -0.853 1.132 -0.267
C 1.789 -1.852 0.910 -0.486
N 1.925 -2.779 1.840 0.150
C 2.829 -3.726 1.599 -0.066
C 3.579 -3.745 0.434 -0.012
C 3.359 -2.710 -0.456 -0.081
N 2.467 -1.742 -0.227 0.126
H 2.850 0.690 7.783 0.118
H 1.886 -0.581 8.421 0.121
H 2.776 1.313 5.445 0.123
H 1.798 0.928 3.233 0.067
H -0.611 -2.252 4.838 0.125
H 0.363 -1.866 7.060 0.127
H 2.940 -4.485 2.363 0.128
H 4.301 -4.522 0.234 0.118
H 3.910 -2.645 -1.387 0.124
Cl -0.947 -2.945 -0.779 0.734
C -2.745 -2.882 -1.022 -1.467
Cl -3.590 -3.366 0.429 0.726
Cl -3.199 -3.848 -2.389 0.733
C -2.909 -1.370 -1.298 -0.729
O -3.132 -0.897 -2.366 0.090
O -2.557 -0.664 -0.190 -0.321

***

98
Properties=species:S:1:pos:R:3:lowdin_charge:R:1 method="wB97M-V/def2-TZVPD" multiplicity=4 energy_ev=-86951.796 fmax_ev_per_a=7.13 lumo_ev="-2.1 / -3.0" orbital_gap_ha="0.27174 / 0.26585" e_homo_ha="-0.34936 / -0.37527" charge=+1
C -3.022 0.447 -0.492 -0.300
C -2.188 -1.448 0.625 -0.295
C -4.320 -0.039 -0.406 -0.004
C -3.450 -2.015 0.671 -0.009
C -4.537 -1.289 0.168 -0.012
H -5.120 0.568 -0.825 0.126
H -3.559 -3.015 1.104 0.128
H -5.538 -1.707 0.220 0.119
N -2.004 -0.216 0.087 0.009
P -0.908 1.700 -1.848 1.100
P 0.213 -0.967 2.086 1.185
C -2.671 1.706 -1.256 -0.231
H -3.367 1.816 -2.105 0.097
H -2.809 2.596 -0.615 0.100
C -0.923 -2.125 1.059 -0.263
H -1.132 -3.015 1.658 0.090
C 1.818 -1.910 2.419 -0.641
C -0.679 -0.629 3.707 -0.644
C -0.892 0.668 -3.427 -0.658
C -0.470 3.492 -2.222 -0.660
C 2.859 -1.494 1.361 -0.095
H 3.073 -0.420 1.404 0.062
H 3.793 -2.046 1.556 0.097
H 2.530 -1.725 0.342 0.053
C 2.406 -1.570 3.797 -0.085
H 2.592 -0.493 3.897 0.082
H 1.775 -1.914 4.622 0.061
H 3.376 -2.084 3.895 0.098
C 1.579 -3.421 2.305 -0.073
H 2.518 -3.944 2.550 0.105
H 0.806 -3.786 2.994 0.077
H 1.305 -3.695 1.278 0.048
C 0.096 0.497 4.439 -0.086
H 0.578 1.197 3.739 0.065
H -0.621 1.084 5.030 0.092
H 0.847 0.098 5.129 0.069
C -2.096 -0.102 3.407 -0.082
H -2.059 0.826 2.826 0.061
H -2.710 -0.848 2.887 0.073
H -2.574 0.124 4.372 0.099
C -0.792 -1.919 4.553 -0.069
H -0.769 -2.845 3.959 0.065
H -0.019 -1.972 5.333 0.075
H -1.764 -1.907 5.070 0.089
C 0.933 3.519 -2.854 -0.080
H 1.227 4.569 -3.006 0.099
H 1.675 3.050 -2.193 0.072
H 0.978 3.021 -3.831 0.070
C -0.421 4.278 -0.901 -0.092
H -1.382 4.261 -0.371 0.081
H 0.366 3.909 -0.231 0.041
H -0.188 5.328 -1.141 0.098
C -1.512 4.173 -3.128 -0.081
H -2.541 3.927 -2.831 0.079
H -1.390 5.261 -3.020 0.091
H -1.370 3.941 -4.190 0.067
C -1.834 -0.531 -3.256 -0.092
H -2.889 -0.234 -3.191 0.086
H -1.723 -1.196 -4.127 0.103
H -1.577 -1.111 -2.361 0.044
C 0.552 0.147 -3.613 -0.092
H 0.751 -0.709 -2.946 0.048
H 0.675 -0.177 -4.663 0.097
H 1.313 0.912 -3.396 0.065
C -1.348 1.449 -4.669 -0.091
H -2.344 1.895 -4.534 0.083
H -0.628 2.219 -4.975 0.068
H -1.423 0.736 -5.506 0.095
V -0.050 0.394 -0.006 0.439
C -0.424 1.742 1.169 -0.286
O -0.705 2.632 1.901 0.069
N 0.433 -1.374 -0.791 0.001
C -0.098 -2.409 -0.315 -0.362
C -0.124 -3.836 -0.943 -0.536
C -0.764 -4.872 -0.023 -0.060
C -0.978 -3.764 -2.206 -0.054
C 1.315 -4.255 -1.305 -0.030
H -0.203 -5.002 0.910 0.074
H -1.805 -4.611 0.205 0.077
H -0.769 -5.842 -0.537 0.097
H -0.545 -3.067 -2.933 0.074
H -1.037 -4.754 -2.680 0.098
H -2.001 -3.444 -1.971 0.085
H 1.507 -5.295 -1.012 0.089
H 1.471 -4.178 -2.386 0.086
H 2.067 -3.622 -0.823 0.065
C 4.884 2.651 0.124 -0.019
N 3.673 3.317 0.582 -0.174
C 3.743 4.679 1.102 -0.031
C 2.491 2.677 0.591 -0.305
O 2.298 1.548 0.074 -0.063
H 5.681 3.395 0.155 0.086
H 4.765 2.272 -0.896 0.098
H 5.148 1.814 0.781 0.100
H 3.114 5.355 0.498 0.096
H 3.360 4.707 2.132 0.097
H 4.787 5.005 1.072 0.091
H 1.693 3.238 1.115 0.122

***

20
Properties=species:S:1:pos:R:3:lowdin_charge:R:1 method="wB97M-V/def2-TZVPD" multiplicity=1 energy_ev=-18492.862 fmax_ev_per_a=4.63 lumo_ev="-5.0 / -5.0" orbital_gap_ha="0.23913 / 0.23917" e_homo_ha="-0.42375 / -0.42378" e_above_lowest_kcal_mol=46.3 charge=+1
N 1.596 -0.601 2.294 0.116
C 0.996 -0.829 1.144 -0.224
C 1.500 -0.540 -0.069 -0.638
I 3.624 0.019 -0.173 0.886
C 0.953 -0.818 -1.280 -0.207
C -0.320 -1.008 -1.678 -0.140
C -1.531 -0.844 -1.129 -0.025
C -1.854 0.358 -0.459 -0.076
C -0.971 1.402 -0.492 -0.129
N -1.230 2.445 0.310 0.147
H 1.305 -1.084 3.152 0.140
H 2.499 -0.245 2.427 0.037
H 0.063 -1.391 1.239 0.156
H 1.644 -0.925 -2.119 0.104
H -0.307 -1.716 -2.563 0.159
H -2.222 -1.654 -1.046 0.129
H -2.748 0.586 0.136 0.123
H -0.090 1.339 -1.126 0.139
H -0.720 3.268 0.702 0.159
H -2.188 2.240 0.731 0.142

***

9
Properties=species:S:1:pos:R:3:lowdin_charge:R:1 method="wB97M-V/def2-TZVPD" multiplicity=1 energy_ev=-74243.276 fmax_ev_per_a=4.18 lumo_ev=0.9 orbital_gap_ha=0.40216 e_homo_ha=-0.36979 e_above_lowest_kcal_mol=35.1 charge=0
C -0.497 0.065 0.434 -0.182
C 0.493 0.759 -0.424 -0.607
O -0.538 -1.522 -0.382 -0.230
Br 2.330 0.139 0.021 0.570
H -1.445 0.598 0.271 0.098
H -0.211 -0.101 1.503 0.103
H 0.570 1.847 -0.189 0.069
H 0.273 0.452 -1.482 0.085
H -0.973 -2.238 0.248 0.093